1.
78
Properties=species:S:1:pos:R:3:forces:R:3:mulliken_charge:R:1 method="wB97M-V/def2-TZVPD" homo_lumo_gap_ev=6.960 de_lowest_kj_mol=104.6 energy_ev=-39195.8530 total_charge=+1 molar_mass_g_mol=438.63
C 3.653618 -5.003075 0.736592 -0.208 0.039 -0.247 -0.69
C 4.231714 -4.006301 1.368471 0.153 -0.216 0.301 -0.26
N 4.148186 -2.598472 0.913623 -0.334 -0.385 0.115 0.33
C 4.307290 -2.461528 -0.566291 -0.114 0.108 -0.550 -0.71
C 4.108452 -1.009724 -0.942880 0.222 -0.050 0.152 -0.79
O 2.760360 -0.690050 -0.715354 -0.099 -0.314 -0.104 0.00
C 2.401493 -0.657778 0.655056 0.300 0.714 0.336 1.51
N 2.995481 0.550172 1.245443 -0.010 -0.481 0.222 -0.56
C 0.879291 -0.484439 0.694465 -0.268 -0.087 -0.061 -1.60
C 0.012326 -1.735223 0.563137 -0.028 0.000 -0.232 0.08
N 0.300496 -2.530463 -0.640561 0.370 -0.174 0.315 -0.54
C 2.859174 -1.941028 1.417503 0.043 0.139 0.277 -1.39
H 2.991530 -4.852281 -0.108430 0.202 -0.082 -0.100 0.22
H 3.817704 -6.024815 1.051388 -0.135 0.102 0.214 0.35
H 4.780575 -4.137967 2.292299 0.178 0.116 -0.143 0.36
H 4.946875 -2.142921 1.353951 -0.067 0.258 -0.108 0.45
H 3.509100 -3.029932 -1.042970 0.082 -0.039 0.109 0.31
H 5.261782 -2.882248 -0.880519 0.062 0.056 0.265 0.48
H 4.780969 -0.347308 -0.379405 -0.007 -0.006 -0.077 0.35
H 4.337028 -0.869726 -1.999602 -0.176 0.010 0.033 0.45
H 2.504164 0.782986 2.101716 -0.084 0.170 -0.111 0.31
H 3.960739 0.411901 1.530295 0.042 0.124 -0.170 0.28
H 0.633985 0.210518 -0.115047 0.161 -0.026 0.018 0.23
H 0.598850 0.017560 1.624949 0.040 -0.061 -0.034 0.57
H 0.070526 -2.335717 1.479714 -0.019 0.012 -0.019 0.30
H -1.023037 -1.396768 0.487058 0.056 0.010 0.228 -0.25
H 1.232269 -2.355799 -0.993367 -0.076 0.184 -0.125 0.23
H 0.244394 -3.521158 -0.436520 -0.236 0.020 -0.117 0.28
H 2.111751 -2.728336 1.452688 0.007 0.032 -0.348 0.49
H 3.069222 -1.642957 2.445935 -0.083 -0.174 -0.013 0.30
C -3.715607 -2.316147 0.500480 0.031 -0.054 -0.003 -0.82
O -3.451727 -2.010087 1.855271 0.009 -0.002 -0.078 -0.36
C -3.481826 -0.622429 2.167579 0.104 0.080 0.077 -0.70
C -4.684428 -0.259194 3.009903 -0.122 -0.062 -0.040 -0.27
N -5.915821 -0.366563 2.245689 0.057 -0.137 0.034 -0.30
C -7.142962 -0.235156 3.025749 -0.010 0.071 -0.128 -0.73
C -7.414538 -1.248635 4.130967 -0.089 0.063 0.119 -0.46
O -7.686940 -2.557278 3.671029 0.041 -0.012 -0.060 -0.42
C -6.558118 -3.357755 3.393396 -0.071 -0.062 0.013 -0.51
H -3.476835 -3.368346 0.353436 0.005 -0.005 0.019 0.23
H -4.763420 -2.161513 0.225117 0.004 0.066 0.011 0.32
H -3.090785 -1.716165 -0.169065 -0.043 -0.010 -0.062 0.40
H -3.458107 -0.022578 1.251631 -0.060 -0.005 -0.007 0.42
H -2.577218 -0.400736 2.743727 0.009 -0.009 -0.016 0.33
H -4.569838 0.775288 3.348904 -0.014 0.001 0.032 0.38
H -4.672518 -0.903614 3.900189 0.060 0.038 0.027 0.19
H -5.930098 -1.253636 1.760216 -0.016 -0.005 0.010 0.08
H -7.978002 -0.284623 2.323769 -0.015 0.034 0.015 0.38
H -7.160737 0.765959 3.468862 0.016 -0.003 0.023 0.40
H -8.320596 -0.924407 4.647595 -0.003 -0.015 0.010 0.35
H -6.615544 -1.272207 4.883170 0.058 -0.012 -0.067 0.33
H -5.729013 -3.135210 4.072254 0.018 0.012 -0.013 0.26
H -6.212236 -3.242741 2.361043 0.058 0.022 0.026 0.15
H -6.852658 -4.397638 3.532168 -0.009 0.005 0.009 0.31
C 1.447977 6.687763 -2.897502 -0.017 0.034 -0.056 -0.70
O 1.999269 5.979585 -3.988610 -0.050 -0.056 0.101 -0.35
C 3.365877 5.623449 -3.843523 0.095 0.044 -0.120 -0.79
C 3.527267 4.128653 -3.673821 -0.077 -0.049 0.065 -0.22
N 3.001447 3.678823 -2.392011 -0.083 0.001 -0.123 -0.22
C 2.901843 2.234811 -2.238619 -0.019 0.082 0.155 -0.62
C 2.003837 1.455295 -3.193876 0.080 -0.177 -0.034 -0.40
O 0.624441 1.693659 -3.010682 -0.017 0.051 0.052 -0.41
C 0.106117 2.838132 -3.667412 -0.085 -0.048 0.009 -0.62
H 0.473991 7.056705 -3.212759 -0.003 -0.007 -0.010 0.24
H 1.310056 6.053999 -2.013527 0.046 0.021 0.022 0.29
H 2.073445 7.541137 -2.620069 -0.004 0.006 0.017 0.35
H 3.820028 6.162827 -3.006803 -0.019 -0.046 0.045 0.42
H 3.881429 5.925216 -4.758848 -0.004 0.031 0.008 0.40
H 4.592461 3.881202 -3.725228 0.002 -0.022 -0.005 0.34
H 3.031804 3.647885 -4.528300 0.059 0.015 -0.043 0.19
H 2.086614 4.086924 -2.250817 0.006 0.013 0.016 0.11
H 2.539109 2.039199 -1.226628 0.064 -0.032 0.017 0.26
H 3.915618 1.816715 -2.298427 0.005 -0.001 -0.048 0.35
H 2.142354 0.392960 -2.972732 -0.005 -0.002 -0.018 0.14
H 2.283327 1.597019 -4.245237 -0.032 0.118 0.013 0.42
H 0.614496 3.020229 -4.617667 0.019 0.020 0.005 0.31
H 0.178691 3.736296 -3.048261 0.044 0.024 -0.044 0.20
H -0.948227 2.649806 -3.865055 0.005 -0.017 -0.001 0.30

2.
52
Properties=species:S:1:pos:R:3:forces:R:3:nbo_charge:R:1 method="wB97M-V/def2-TZVPD" homo_lumo_gap_ev=9.427 de_lowest_kj_mol=1584.0 energy_ev=-32317.8588 molar_mass_g_mol=358.44
C -5.534352 -2.520815 -1.074855 4.857 0.545 -8.018 -0.23
H -6.141725 -2.287708 -0.366617 -3.579 1.542 4.691 0.17
O -4.096819 -2.197803 -0.781878 -4.532 -10.215 -2.447 -0.47
C -3.830567 -1.064848 -0.432086 -2.083 3.097 -0.532 0.30
C -4.699357 -0.099077 -0.573362 -5.625 9.772 2.446 -0.34
C -4.308218 1.237638 -0.000746 -0.657 -0.249 -1.708 -0.14
C -3.021397 1.361302 0.515623 -1.956 3.506 -2.295 -0.23
C -2.123342 0.384873 0.246249 1.389 -1.685 3.680 -0.17
C -2.599817 -0.856326 -0.098529 7.602 0.002 2.839 -0.05
C -1.616496 -2.143788 -0.020245 -2.114 3.545 8.365 -0.21
N -0.363943 -1.604921 0.412562 -2.228 -2.695 1.005 -0.55
C 0.506862 -1.048699 -0.472949 3.543 -2.147 5.703 0.74
O 0.495032 -1.005327 -1.637420 -0.790 0.826 -3.224 -0.57
C 1.864031 -0.834728 0.547075 -0.626 -3.425 -5.728 0.10
N 1.450584 -1.674414 1.572401 0.622 -2.306 8.951 -0.66
C 0.118996 -2.144714 1.796275 3.954 3.615 -6.479 0.87
O -0.383269 -2.860742 2.579808 -0.598 0.050 0.436 -0.55
H 1.981451 -1.737821 2.617014 -1.268 0.579 -3.994 0.40
C 3.168436 -1.446170 -0.240943 -5.929 -6.026 8.256 -0.43
H 2.952909 -1.294430 -1.124916 -1.490 1.588 -8.946 0.21
C 4.378944 -1.087472 0.255019 6.108 2.525 7.116 -0.38
H 4.177876 -0.378113 1.393889 0.563 -1.547 -3.186 0.16
C 5.226546 -0.181804 -0.633855 2.161 -3.209 -2.332 -0.40
H 6.031664 0.193643 -0.008775 0.474 0.041 -0.439 0.21
H 5.615390 -0.822211 -1.681114 -0.129 0.857 3.471 0.19
C 4.561015 0.833141 -1.440616 -3.391 2.171 -1.612 -0.41
H 3.773913 0.192060 -2.133834 1.590 2.105 1.514 0.19
C 3.780386 1.984297 -0.576564 -0.070 -14.671 8.338 -0.30
C 2.180531 1.487626 -0.186292 3.421 7.285 -7.248 -0.42
H 1.835907 1.102443 -1.139161 -0.284 0.373 -0.684 0.22
H 1.777321 2.580378 -0.115423 -0.142 -2.339 0.627 0.24
C 1.921929 0.550263 0.735906 0.310 0.553 10.817 -0.45
H 2.729413 0.740772 1.671326 -1.774 -0.423 -1.674 0.17
H 0.972014 0.739553 1.276527 0.252 0.524 -0.082 0.25
H 3.757625 2.726632 -1.039996 -0.698 11.715 -7.109 0.14
H 4.306897 2.133891 0.445607 -0.642 -0.175 -1.665 0.18
H 5.245363 1.350029 -2.203968 -0.738 -0.860 1.261 0.22
H 5.019289 -1.928334 0.910511 -1.423 1.906 -2.510 0.24
H 2.949389 -2.590890 -0.042198 0.531 1.959 -0.745 0.22
H -1.756934 -2.394532 -0.924824 0.368 -3.199 -6.627 0.21
H -1.965921 -2.924626 0.844023 0.553 1.821 -2.511 0.23
H -1.220513 0.585747 0.922369 -0.575 -0.772 -2.032 0.25
C -2.430109 2.736719 0.782832 2.637 -1.122 1.024 0.61
O -1.227215 2.711694 1.147666 -3.046 1.334 -0.785 -0.58
C -3.320663 4.062639 0.610723 9.649 -1.192 6.804 -0.67
H -3.915019 3.817267 1.331305 -4.918 -0.504 3.739 0.22
H -3.493076 4.034397 -0.290961 -2.661 0.726 -9.051 0.21
H -2.513165 4.727663 1.027096 -1.331 0.270 -0.991 0.24
H -4.904740 2.254798 -0.185311 0.766 -2.830 0.686 0.22
H -5.885781 0.046723 -0.675556 2.929 -1.618 -0.480 0.25
H -5.615515 -3.537130 -1.427322 0.459 -0.407 0.553 0.21
H -5.811737 -1.908769 -2.111479 0.557 -1.218 2.811 0.18

3.
18
Properties=species:S:1:pos:R:3:forces:R:3:nbo_charge:R:1 method="wB97M-V/def2-TZVPD" homo_lumo_gap_ev=8.030 de_lowest_kj_mol=286.3 energy_ev=-7887.5639 smiles="C=CC/C(C)=C/N" molar_mass_g_mol=97.16
C 2.989041 0.736289 0.739806 -0.436 0.376 0.216 -0.41
C 1.721131 0.747403 0.333776 -0.047 -0.560 -0.175 -0.16
C 0.645898 -0.224767 0.755196 -1.189 -0.590 0.125 -0.47
C -0.558526 -0.322030 -0.235993 -0.354 0.066 0.016 -0.13
C -0.344709 -0.219722 -1.731313 0.975 1.499 0.195 -0.64
C -1.732370 -0.679100 0.326148 -0.965 -0.384 1.033 0.04
N -3.035667 -0.192507 0.143651 0.788 -0.533 -1.271 -0.82
H 3.746167 1.294284 0.194463 -0.143 0.333 0.518 0.20
H 3.237763 0.274127 1.694126 0.374 -0.634 -0.583 0.19
H 1.381045 1.512390 -0.358912 0.280 -0.321 -0.437 0.19
H 0.224008 0.102960 1.711123 -0.024 0.222 -0.144 0.22
H 0.943133 -1.247646 0.991578 0.972 -0.004 -0.192 0.21
H 0.361883 0.599564 -1.929010 -0.093 -0.141 -0.241 0.20
H -1.195829 -0.008231 -2.384911 -0.167 -0.383 0.463 0.22
H 0.191945 -1.121136 -2.060530 -0.344 0.029 -0.019 0.21
H -1.789786 -1.489350 1.073270 0.675 0.813 0.679 0.15
H -3.065283 0.791840 -0.048253 -0.344 -0.002 -0.038 0.38
H -3.719847 -0.554375 0.785784 0.042 0.214 -0.144 0.38